(1)
An isolated molecule of H3NO3Si, computed with ωB97M-V/def2-TZVPD.

Each line ends with the Löwdin charge.
Geometry (Å):
1 Si 0.578 0.161 0.347  0.62
2 O -0.585 1.171 -1.795  -0.04
3 O -0.078 -0.842 1.374  -0.17
4 O -1.508 -0.714 -1.301  0.01
5 N -0.769 0.212 -1.062  -0.48
6 H 1.849 -0.222 -0.290  -0.03
7 H -0.046 -1.482 2.089  0.09
8 H 0.559 1.715 0.638  0.00

For the HOMO-LUMO gap, the calculation gives 10.41 eV. The relative energy (zero: lowest compared OMol25 entry of this formula, charge and spin) is 7.1 kcal per mole. The value obtained for the HOMO energy is -0.3784 hartree. Its SMILES is O=[N+]([O-])[SiH2]O.


(2)
A structure of composition C29H24CrO8S, computed with ωB97M-V/def2-TZVPD.

Each line ends with the Löwdin charge.
Geometry (Å):
1 Cr 3.598 -3.545 2.620  0.26
2 S -2.727 1.230 -2.773  0.76
3 O -4.092 1.718 -2.690  -0.28
4 O 3.345 -0.802 3.913  0.19
5 O -2.210 1.828 -0.228  -0.18
6 O 6.559 -2.907 3.030  0.19
7 O 4.045 -4.347 5.537  0.19
8 O -3.535 -1.152 -1.568  -0.03
9 O -2.314 0.248 -3.747  -0.28
10 O -3.094 -0.740 0.644  0.09
11 C -2.228 0.760 -1.031  -0.20
12 C 5.458 -3.182 2.768  -0.06
13 C -0.208 5.014 -2.943  -0.06
14 C -1.481 5.014 -3.522  -0.06
15 C -0.130 0.404 0.860  -0.01
16 C -1.712 2.701 -2.940  -0.28
17 C 3.554 -5.392 1.475  -0.09
18 C 0.778 4.056 1.239  -0.06
19 C -3.427 2.336 0.429  0.03
20 C -0.432 2.669 -2.409  -0.07
21 C 0.568 -0.781 0.940  0.02
22 C -4.127 -2.439 -1.215  -0.19
23 C 2.750 2.816 0.580  -0.08
24 C 2.130 4.039 0.864  -0.07
25 C 3.798 -4.131 4.420  -0.06
26 C 1.911 -3.080 1.213  -0.24
27 C 1.120 -1.874 1.092  0.08
28 C 0.050 2.875 1.307  -0.02
29 C 2.013 1.634 0.625  -0.03
30 C 0.326 3.836 -2.413  -0.06
31 C 3.955 -4.331 0.652  -0.10
32 C -2.974 -0.460 -0.548  -0.43
33 C -2.244 3.845 -3.531  -0.04
34 C 3.359 -1.828 3.359  -0.07
35 C 2.380 -5.268 2.231  -0.10
36 C -4.873 -2.909 -2.435  -0.06
37 C 0.621 1.636 0.925  -0.21
38 C 3.181 -3.163 0.585  -0.09
39 C 1.608 -4.097 2.152  -0.08
40 H -1.192 0.403 1.057  0.10
41 H 3.535 -2.300 0.014  0.16
42 H -0.045 1.740 -1.992  0.12
43 H -4.799 -2.308 -0.358  0.13
44 H 2.698 4.971 0.809  0.11
45 H 4.171 -6.291 1.554  0.15
46 H 0.380 5.934 -2.913  0.11
47 H -3.315 -3.129 -0.955  0.13
48 H -3.245 3.818 -3.961  0.12
49 H 2.082 -6.066 2.914  0.15
50 H -0.974 2.881 1.679  0.11
51 H -4.298 -2.754 -3.352  0.09
52 H -4.140 2.640 -0.344  0.10
53 H 0.736 -3.969 2.801  0.16
54 H 0.295 5.004 1.480  0.11
55 H -3.072 3.192 1.007  0.09
56 H -3.825 1.547 1.076  0.10
57 H 1.330 3.814 -1.994  0.10
58 H 3.809 2.782 0.318  0.11
59 H 2.497 0.675 0.435  0.10
60 H -1.890 5.922 -3.967  0.11
61 H 4.888 -4.388 0.091  0.15
62 H -5.825 -2.377 -2.527  0.09
63 H -5.099 -3.971 -2.338  0.08

For the HOMO-LUMO gap (spin up / spin down), the calculation gives 6.66 / 5.65 eV. Its net charge is +1. Its expectation value of S² is 3.828. The value obtained for the HOMO energy (spin up / spin down) is -0.3717 / -0.4206 hartree. The spin multiplicity is 4.


(3)
An isolated molecule of C3H7NO2, computed with ωB97M-V/def2-TZVPD.

Each line ends with the Löwdin charge.
Geometry (Å):
1 O -2.040 -0.458 -0.323  -0.12
2 O -0.053 -0.195 0.919  -0.04
3 N -3.170 0.284 -0.721  0.05
4 C 0.576 -0.533 -0.263  -0.31
5 C -0.876 0.250 -0.189  -0.23
6 C 1.932 0.101 -0.488  -0.06
7 H -3.984 -0.168 -0.370  0.07
8 H 2.744 -0.506 0.028  0.09
9 H 0.552 -1.539 -0.557  0.11
10 H -0.890 1.413 -0.241  0.18
11 H 2.242 0.221 -1.570  0.09
12 H 1.700 1.067 0.093  0.10
13 H -3.218 0.223 -1.729  0.08

For the HOMO-LUMO gap, the calculation gives 10.05 eV. The relative energy (zero: lowest compared OMol25 entry of this formula, charge and spin) is 115.3 kcal per mole. The value obtained for the HOMO energy is -0.3315 hartree. Its SMILES is C[C@H]1O[C@@H]1ON.


(4)
A cluster of 2 separate species, CH2FIS in total, computed with ωB97M-V/def2-TZVPD.

Each line ends with the Löwdin charge.
Geometry (Å):
1 I -2.784 -1.212 -2.144  0.83
2 S 1.108 0.626 -0.179  0.34
3 F -0.955 -3.179 -1.164  -0.08
4 C -1.336 -1.941 -0.925  -0.76
5 H 1.450 1.912 0.061  -0.30
6 H -1.236 -1.470 -0.021  -0.04

For the HOMO-LUMO gap (spin up / spin down), the calculation gives 10.15 / 5.51 eV. The relative energy (zero: lowest compared OMol25 entry of this formula, charge and spin) is 78.0 kcal per mole. The value obtained for the HOMO energy (spin up / spin down) is -0.3738 / -0.2988 hartree.


(5)
A structure of composition C23H25IN4O5OsS, computed with ωB97M-V/def2-TZVPD.

Each line ends with the Löwdin charge.
Geometry (Å):
1 Os 0.463 0.293 0.119  1.31
2 I 0.887 -1.175 2.164  0.67
3 S 5.794 3.939 3.030  0.78
4 O 0.175 1.299 -1.671  -0.10
5 O -4.540 3.349 -0.455  -0.04
6 O 1.250 -1.901 -2.253  0.03
7 O -0.823 -1.043 -0.826  -0.30
8 O 2.137 -0.445 -0.771  -0.30
9 N -2.139 1.918 -4.273  0.17
10 N -1.165 1.384 0.760  -0.06
11 N 3.909 5.784 3.275  0.11
12 N 1.585 1.849 0.877  -0.11
13 C -2.219 1.094 2.947  -0.02
14 C -3.299 2.093 -2.124  -0.06
15 C -1.347 -3.371 -0.289  -0.06
16 C -1.813 -1.937 -0.227  -0.25
17 C 4.318 4.592 2.807  -0.85
18 C -0.057 2.203 2.745  -0.17
19 C 0.996 2.814 1.831  -0.23
20 C -1.032 1.768 4.915  -0.03
21 C 2.797 2.070 0.434  -0.07
22 C 0.000 2.272 4.128  -0.01
23 C -2.107 1.872 0.040  0.02
24 C -2.143 1.816 -1.424  -0.04
25 C 2.191 -1.307 -1.749  -0.40
26 C -3.233 2.110 -3.555  0.02
27 C -0.948 1.590 -2.183  -0.23
28 C -1.002 1.674 -3.647  -0.17
29 C -1.179 1.592 2.185  -0.30
30 C 3.665 3.058 0.941  0.04
31 C 3.285 3.789 2.079  -0.24
32 C 2.012 3.645 2.543  0.06
33 C -2.148 1.194 4.329  -0.03
34 C 0.225 1.415 -4.426  0.03
35 C -4.641 2.372 -1.473  -0.17
36 H -4.138 2.320 -4.115  0.14
37 H 4.564 6.347 3.793  0.11
38 H 1.059 2.010 -4.050  0.11
39 H 3.206 -1.445 -2.134  0.16
40 H -2.951 0.808 4.942  0.12
41 H -3.056 0.602 2.466  0.13
42 H 3.048 6.211 2.980  0.11
43 H 0.857 2.705 4.626  0.12
44 H -0.437 -3.521 0.292  0.06
45 H -5.360 2.660 -2.239  0.14
46 H 0.046 1.620 -5.477  0.11
47 H 3.154 1.392 -0.331  0.12
48 H 0.457 3.533 1.183  0.18
49 H -1.958 -1.594 0.797  0.08
50 H 4.652 3.175 0.519  0.11
51 H -0.241 -1.486 -1.534  0.08
52 H 1.691 4.190 3.419  0.13
53 H 0.516 0.365 -4.302  0.11
54 H -5.011 1.443 -1.028  0.15
55 H -4.963 4.168 -0.733  0.12
56 H -0.955 1.828 5.992  0.12
57 H -2.737 -1.792 -0.786  0.12
58 H -2.123 -4.018 0.119  0.10
59 H -1.165 -3.679 -1.319  0.10
60 H -2.906 2.415 0.536  0.15

For the HOMO-LUMO gap (spin up / spin down), the calculation gives 6.01 / 3.53 eV. The relative energy (zero: lowest compared OMol25 entry of this formula, charge and spin) is 0.0 kcal per mole. Its net charge is +2. Its expectation value of S² is 6.060. The value obtained for the HOMO energy (spin up / spin down) is -0.4812 / -0.4815 hartree. The spin multiplicity is 5.


(6)
An isolated molecule of C5H9BrSi, computed with ωB97M-V/def2-TZVPD.

Each line ends with the Löwdin charge.
Geometry (Å):
1 Br -2.542 3.118 -2.594  0.57
2 Si 0.098 -0.556 0.216  0.59
3 C 2.028 -0.642 -0.026  -0.20
4 C -0.423 1.404 -1.994  -0.25
5 C -0.688 2.447 -2.936  -0.56
6 C -0.258 0.149 1.923  -0.19
7 C -0.433 0.578 -1.128  -0.11
8 H -0.848 -0.497 2.557  0.03
9 H 2.330 -1.480 -0.547  -0.02
10 H -0.769 2.151 -4.016  0.08
11 H 2.521 -0.906 0.955  0.04
12 H 2.436 0.342 -0.154  0.02
13 H -0.892 0.974 1.820  0.00
14 H 0.600 0.538 2.327  -0.01
15 H -0.533 -1.767 0.044  -0.05
16 H 0.066 3.183 -2.769  0.06

For the HOMO-LUMO gap, the calculation gives 10.18 eV. The relative energy (zero: lowest compared OMol25 entry of this formula, charge and spin) is 34.6 kcal per mole. The value obtained for the HOMO energy is -0.3594 hartree. Its SMILES is C[SiH](C)C#CCBr.


(7)
An isolated molecule of C3H5O4P, computed with ωB97M-V/def2-TZVPD.

Each line ends with the Löwdin charge.
Geometry (Å):
1 P 0.635 0.026 -0.766  1.03
2 O -0.461 -2.487 -0.697  0.07
3 O 0.250 -0.135 -2.332  -0.32
4 O 0.079 2.826 -1.429  0.08
5 O 0.215 2.359 0.708  -0.01
6 C 0.195 2.008 -0.593  -0.66
7 C -0.146 -1.656 0.106  -0.55
8 C -0.186 -1.478 1.498  -0.07
9 H 0.583 -0.722 1.582  0.05
10 H -0.343 -0.781 -2.668  0.04
11 H 0.166 -2.285 2.104  0.10
12 H -1.099 -1.039 1.766  0.10
13 H 0.110 3.364 0.723  0.15

For the HOMO-LUMO gap, the calculation gives 8.33 eV. The relative energy (zero: lowest compared OMol25 entry of this formula, charge and spin) is 28.0 kcal per mole. The value obtained for the HOMO energy is -0.3018 hartree. Its SMILES is CC(=O)P(O)C(=O)O.


(8)
A structure of composition C2H5NiO, computed with ωB97M-V/def2-TZVPD.

Each line ends with the Löwdin charge.
Geometry (Å):
1 Ni 0.135 -1.982 0.398  0.74
2 O -1.052 -2.547 1.682  -0.40
3 C -0.370 0.867 -0.574  -0.23
4 C 0.646 -0.044 0.130  -0.34
5 H -0.001 1.899 -0.713  0.06
6 H 1.594 0.025 -0.440  0.02
7 H 0.990 0.347 1.107  0.03
8 H -0.627 0.497 -1.579  0.05
9 H -1.315 0.939 -0.012  0.06

For the HOMO-LUMO gap (spin up / spin down), the calculation gives 9.01 / 8.27 eV. Its expectation value of S² is 3.764. The value obtained for the HOMO energy (spin up / spin down) is -0.3390 / -0.3577 hartree. The spin multiplicity is 4.